# 1
Here is a structure of composition C5H4Cl2O from OMol25. Energies are from the ωB97M-V functional and the def2-TZVPD basis.

The geometry in XYZ format:
```
12
Properties=species:S:1:pos:R:3:mulliken_charge:R:1
C 0.605 1.344 0.233 0.019
C -0.036 0.035 -0.246 0.756
C -1.027 -0.126 -1.368 -0.429
C 0.011 -0.997 0.711 -1.224
C 0.333 -1.822 1.469 0.368
H 0.744 1.949 -0.560 0.392
H -1.461 0.821 -1.890 0.229
H -1.844 -0.879 -1.031 0.265
H 0.891 -2.885 1.945 0.306
O 0.224 -0.442 -1.686 -0.401
Cl -0.503 1.899 1.443 -0.143
Cl 2.063 1.103 0.977 -0.138
```

Properties
E, eV: -32336.9495
Energy above the lowest of the compared OMol25 structures with the same formula, charge and spin, kcal per mole: 93.49
Charge: 0


# 2
Here is the molecule C18H22N2O5S2 from OMol25. Energies are from the ωB97M-V functional and the def2-TZVPD basis.

The geometry in XYZ format:
```
49
Properties=species:S:1:pos:R:3:mulliken_charge:R:1
C -5.598 -3.903 0.007 -1.452
C -5.290 -2.441 0.088 0.924
C -5.248 -1.670 -1.071 -0.770
C -4.983 -0.314 -1.007 -0.667
C -4.755 0.270 0.223 0.066
C -4.798 -0.470 1.387 -0.114
C -5.065 -1.827 1.316 -0.746
H -5.101 -2.413 2.222 0.348
H -4.626 0.026 2.329 0.541
S -4.421 2.019 0.294 1.368
O -4.098 2.399 1.635 -0.629
O -5.439 2.737 -0.411 -0.747
N -3.067 2.171 -0.709 -0.202
C -1.763 1.911 -0.336 1.123
C -0.702 2.477 -1.049 -1.141
C 0.601 2.185 -0.702 -0.553
C 0.852 1.335 0.358 -0.018
C -0.185 0.773 1.076 -1.053
C -1.494 1.054 0.732 -0.133
H -2.311 0.636 1.295 0.188
H 0.050 0.127 1.907 0.442
S 2.537 0.923 0.762 1.640
O 2.586 0.400 2.097 -0.745
O 3.382 2.038 0.427 -0.711
N 2.803 -0.331 -0.324 -0.247
H 2.939 -1.190 0.195 0.386
C 3.843 -0.153 -1.312 -1.346
H 4.041 0.918 -1.364 0.445
C 5.146 -0.933 -0.952 0.652
C 6.384 -0.033 -0.963 -0.967
H 7.281 -0.645 -1.072 0.343
C 6.320 0.579 0.437 -0.382
H 5.644 1.434 0.447 0.103
C 5.725 -0.563 1.269 -0.462
H 6.499 -1.137 1.790 0.348
H 4.994 -0.203 1.998 0.218
O 5.082 -1.455 0.358 -0.561
H 7.294 0.889 0.806 0.448
H 6.356 0.706 -1.759 0.362
H 5.242 -1.793 -1.623 0.438
H 3.465 -0.491 -2.283 0.381
H 1.434 2.622 -1.230 0.457
H -0.912 3.145 -1.871 0.338
H -3.200 2.855 -1.436 0.251
H -4.957 0.298 -1.894 0.418
H -5.426 -2.139 -2.027 0.389
H -5.075 -4.362 -0.829 0.368
H -6.667 -4.047 -0.152 0.306
H -5.319 -4.414 0.924 0.356
```

Properties
E, eV: -53910.3402
Energy above the lowest of the compared OMol25 structures with the same formula, charge and spin, kcal per mole: 23.09
SMILES: Cc1ccc(S(=O)(=O)Nc2ccc(S(=O)(=O)NC[C@H]3CCCO3)cc2)cc1
Charge: 0


Frontier orbital gap (computed, hartree): 0.401, 0.342
E_LUMO (computed, eV): 0.790, 0.459